DFT (ωB97M-V with the def2-TZVPD basis set) results for a cluster of 2 separate species, C22H34BNO4P2 in total in a non-equilibrium geometry.

```
64
Properties=species:S:1:pos:R:3
C 4.931 -2.434 -2.918
C 3.628 -1.527 -2.606
C 3.798 -0.518 -1.408
C 2.560 0.362 -1.087
C 1.227 0.258 -1.913
C 1.044 -0.729 -3.112
C -0.267 -0.844 -4.011
C -1.636 -0.869 -3.199
C -2.493 -2.025 -3.175
P -2.086 -3.634 -4.123
N -2.205 -3.249 -5.701
C -3.870 -2.044 -2.339
O -4.760 -2.931 -2.506
C -4.160 -0.915 -1.215
P -5.569 -1.204 0.008
C -7.091 -0.144 -0.365
C -5.010 -1.082 1.811
C -3.345 0.252 -1.240
B -3.529 1.492 -0.207
O -4.817 1.925 0.323
O -2.387 2.301 0.233
C -2.199 0.395 -2.371
O -1.802 1.583 -2.587
C 2.300 -1.627 -3.429
H 5.820 -1.695 -2.878
H 4.878 -2.950 -3.932
H 5.124 -3.174 -2.050
H 4.756 -0.415 -0.801
H 2.677 1.116 -0.233
H 0.388 0.952 -1.586
H -0.333 0.059 -4.734
H -0.115 -1.759 -4.699
H -3.115 -4.635 -3.909
H -0.769 -4.119 -3.799
H -2.435 -2.236 -5.755
H -6.834 0.652 -1.163
H -7.364 0.447 0.585
H -8.004 -0.764 -0.651
H -4.607 -2.123 2.113
H -5.891 -0.828 2.516
H -4.161 -0.346 2.016
H -4.743 2.888 0.503
H -2.556 3.179 -0.199
H 2.310 -2.378 -4.304
C 1.008 2.402 2.986
C 2.230 3.030 3.644
C 3.551 2.450 3.138
C 3.750 0.957 3.414
C 3.674 0.550 4.886
C 4.756 1.195 5.743
H 0.941 1.331 3.195
H 0.094 2.869 3.361
H 1.038 2.539 1.901
H 2.155 2.924 4.731
H 2.220 4.106 3.440
H 4.376 3.017 3.581
H 3.621 2.615 2.057
H 4.728 0.660 3.015
H 3.011 0.378 2.850
H 3.780 -0.538 4.953
H 2.689 0.787 5.298
H 5.751 0.930 5.377
H 4.673 0.851 6.778
H 4.670 2.284 5.750
```

## Properties
* E_tot: -52291.991 eV
* multiplicity: 1
* SMILES string: Cc1cccc(CC2=C([PH2]=N)C(=O)C(P(C)C)=C(B(O)O)C2=O)c1.CCCCCC

***

DFT (ωB97M-V with the def2-TZVPD basis set) results for a structure of composition C22H34BiClF5N3O4 in a non-equilibrium geometry.

```
70
Properties=species:S:1:pos:R:3
O 1.187 -1.016 -3.481
C 0.123 -0.406 -3.509
C 0.162 1.085 -3.707
C 0.778 1.941 -2.792
H 1.170 1.513 -1.854
C 0.882 3.303 -3.108
H 1.357 3.961 -2.373
C 0.412 3.773 -4.338
H 0.492 4.832 -4.562
C -0.194 2.892 -5.238
H -0.572 3.254 -6.189
C -0.309 1.540 -4.934
H -0.762 0.819 -5.621
H -0.817 -0.918 -3.966
C -1.990 -1.795 -2.100
C -1.352 -0.471 -1.820
H -2.751 -1.698 -2.931
H -2.552 -2.129 -1.192
H -1.295 -2.620 -2.386
C -2.003 0.711 -1.656
C -3.493 0.863 -1.445
H -1.425 1.637 -1.643
H -3.940 1.302 -2.365
H -3.679 1.580 -0.622
H -4.018 -0.076 -1.197
Bi -1.138 -0.268 0.842
Cl -3.438 -1.015 1.562
C -1.396 0.066 4.017
O -0.656 -0.397 3.084
N -1.117 -0.135 5.289
C -0.229 -1.214 5.751
C -2.034 0.476 6.253
H -2.314 0.650 3.787
H 0.523 -1.442 5.002
H -0.804 -2.113 5.977
H 0.244 -0.893 6.677
H -2.322 1.468 5.862
H -1.551 0.576 7.229
H -2.955 -0.137 6.343
H 4.991 1.087 -1.170
H 4.606 1.290 1.248
C 3.939 1.346 -1.401
C 3.605 1.685 1.022
N 3.102 1.119 -0.224
H 3.569 0.722 -2.219
C 2.159 0.157 -0.248
O 1.412 -0.104 0.731
H 2.929 1.476 1.861
H 2.117 -0.418 -1.211
H 3.889 2.404 -1.708
H 3.710 2.783 0.921
H 0.256 -5.727 1.212
H 2.255 -5.548 -0.396
C -0.332 -5.189 0.461
C 1.619 -4.971 -1.078
N 0.549 -4.325 -0.323
H -1.108 -4.597 0.952
C 0.479 -3.007 -0.232
O -0.283 -2.449 0.621
H 2.208 -4.198 -1.573
H 1.096 -2.433 -0.954
H -0.789 -5.930 -0.200
H 1.201 -5.657 -1.825
F -1.548 3.171 0.359
C -0.678 2.398 1.093
F 0.550 2.527 0.449
C -0.491 3.066 2.472
F -1.625 3.028 3.238
F 0.513 2.436 3.136
F -0.124 4.358 2.332
```

## Properties
* E_tot: -67972.614 eV
* multiplicity: 1

***

DFT (ωB97M-V with the def2-TZVPD basis set) results for a cluster of 2 separate species, C22H34Br2F3N3O10S in total in a non-equilibrium geometry.

```
75
Properties=species:S:1:pos:R:3
C 5.191 2.229 -1.439
C 5.709 1.143 -0.525
O 6.301 0.181 -0.948
N 5.556 1.356 0.853
C 4.190 1.511 1.375
C 3.364 0.225 1.341
C 2.090 0.340 2.191
C 0.959 1.094 1.463
C -0.388 0.358 1.570
N -0.275 -0.995 1.008
C -0.918 -2.090 1.763
C -0.492 -1.163 -0.391
C 0.472 -0.494 -1.335
O -1.326 -1.937 -0.786
O -0.628 0.175 2.983
S -1.348 1.427 3.641
O -0.398 2.216 4.343
O -2.530 0.974 4.290
O -1.715 2.153 2.286
C -1.613 1.240 1.119
C -2.924 0.455 1.093
C -4.161 1.343 1.336
C -5.450 0.934 0.626
F -6.471 1.537 1.299
Br -5.543 1.563 -1.198
C -5.720 -0.593 0.658
F -5.040 -1.221 -0.291
F -5.304 -1.074 1.836
Br -7.597 -1.027 0.445
C -1.358 2.208 -0.044
C -2.081 1.956 -1.342
O -2.336 0.894 -1.820
O -2.346 3.133 -1.970
C -2.452 3.051 -3.382
C -3.846 3.206 -3.902
O -1.468 2.892 -4.022
H 5.777 3.138 -1.293
H 4.140 2.461 -1.256
H 5.292 1.881 -2.465
H 5.983 0.539 1.286
H 4.266 1.856 2.410
H 3.689 2.286 0.791
H 3.106 -0.034 0.309
H 3.973 -0.605 1.712
H 1.766 -0.657 2.488
H 2.339 0.909 3.093
H 1.228 1.261 0.421
H 0.820 2.085 1.907
H -2.006 -2.033 1.812
H -0.678 -3.021 1.251
H -0.488 -2.134 2.760
H 0.297 -0.885 -2.336
H 0.394 0.592 -1.347
H 1.495 -0.740 -1.033
H -2.865 -0.228 1.939
H -2.996 -0.162 0.198
H -3.973 2.387 1.079
H -4.414 1.290 2.397
H -1.596 3.215 0.301
H -0.305 2.239 -0.325
H -3.822 3.776 -4.829
H -4.504 3.684 -3.179
H -4.232 2.203 -4.111
C 1.298 -5.241 -1.896
N 2.397 -4.420 -1.430
C 3.765 -4.808 -1.731
C 2.191 -3.296 -0.722
O 3.068 -2.557 -0.310
H 1.364 -6.248 -1.481
H 1.304 -5.312 -2.985
H 0.355 -4.795 -1.584
H 4.330 -4.961 -0.812
H 4.266 -4.028 -2.305
H 3.752 -5.731 -2.307
H 1.121 -3.105 -0.539
```

## Properties
* E_tot: -207384.056 eV
* multiplicity: 1
* SMILES string: CC(=O)NCCCC[C@@]1(N(C)C(C)=O)OS(=O)(=O)O[C@@]1(CC[C@@](F)(Br)C(F)(F)Br)CC(=O)OC(C)=O.CN(C)C=O

***

DFT (ωB97M-V with the def2-TZVPD basis set) results for a cluster of 7 separate species, C22H34Cl4O10 in total in a non-equilibrium geometry.

```
70
Properties=species:S:1:pos:R:3
O 3.951 1.421 1.262
C 3.536 0.299 1.413
C 3.287 -0.781 0.378
C 3.175 -2.061 1.142
C 2.543 -1.530 2.394
O 3.105 -0.186 2.568
H 2.360 -0.551 -0.157
H 4.087 -0.782 -0.388
H 2.614 -2.846 0.642
H 4.192 -2.430 1.336
H 1.465 -1.422 2.317
H 2.771 -2.118 3.303
O 2.609 -4.506 -2.286
C 1.645 -4.164 -2.877
C 0.666 -3.047 -2.463
C 0.048 -2.621 -3.830
C 0.223 -3.865 -4.696
O 1.275 -4.616 -4.093
H -0.080 -3.530 -1.801
H 1.244 -2.312 -1.880
H -1.006 -2.306 -3.731
H 0.612 -1.752 -4.155
H -0.673 -4.486 -4.736
H 0.598 -3.595 -5.680
O 2.253 -0.067 -2.941
C 1.836 1.015 -2.737
C 1.395 2.026 -3.812
C 0.526 2.984 -3.015
C 1.243 2.947 -1.679
O 1.728 1.610 -1.522
H 2.334 2.548 -4.110
H 0.887 1.617 -4.675
H 0.434 3.961 -3.508
H -0.502 2.552 -3.040
H 2.094 3.616 -1.753
H 0.607 3.258 -0.867
O -0.002 -3.690 3.172
C -0.905 -3.167 3.706
C -1.930 -3.697 4.751
C -3.129 -2.828 4.522
C -2.483 -1.487 4.278
O -1.222 -1.842 3.534
H -2.005 -4.769 4.751
H -1.499 -3.515 5.774
H -3.746 -3.114 3.646
H -3.762 -2.799 5.428
H -2.912 -0.780 3.610
H -2.003 -1.090 5.158
O -4.394 3.846 -4.218
C -3.993 3.810 -3.076
C -2.794 4.523 -2.507
C -2.581 3.852 -1.104
C -4.025 3.463 -0.751
O -4.626 3.122 -2.070
H -1.933 4.328 -3.183
H -2.977 5.580 -2.488
H -1.931 2.952 -1.123
H -2.188 4.585 -0.397
H -4.160 2.599 -0.081
H -4.674 4.272 -0.407
Cl 2.371 3.246 3.858
C 2.085 1.754 4.868
Cl 0.367 1.470 5.084
H 2.551 0.976 4.293
H 2.593 2.036 5.817
Cl -1.760 1.497 1.678
C -0.528 0.376 1.050
Cl -0.915 -0.350 -0.490
H 0.335 1.025 0.902
H -0.308 -0.466 1.686
```

## Properties
* multiplicity: 1
* energy above the lowest of the compared OMol25 structures with the same formula, charge and spin: 0.0 kJ/mol
* SMILES string: O=C1CCCO1.O=C1CCCO1.O=C1CCCO1.O=C1CCCO1.O=C1CCCO1.ClCCl.ClCCl

***

DFT (ωB97M-V with the def2-TZVPD basis set) results for a cluster of 5 separate species, C22H34IN6 in total in a non-equilibrium geometry.

```
63
Properties=species:S:1:pos:R:3
C -0.459 -5.455 1.098
C -0.665 -4.101 1.784
C -2.054 -3.487 1.570
I -2.436 -2.140 3.812
N -2.997 -4.323 1.286
C -4.288 -3.750 0.998
C -5.314 -4.010 2.111
C -6.749 -4.028 1.611
N -7.040 -5.190 0.745
H 0.382 -5.969 1.573
H -1.342 -6.080 1.205
H -0.192 -5.341 0.044
H -0.474 -4.222 2.850
H 0.100 -3.402 1.428
H -2.006 -2.613 0.900
H -4.686 -4.196 0.074
H -4.238 -2.662 0.809
H -5.057 -4.950 2.604
H -5.231 -3.225 2.866
H -6.986 -3.077 1.112
H -7.417 -4.097 2.474
H -6.835 -4.950 -0.220
H -8.043 -5.348 0.748
N 0.679 -0.509 1.196
C 1.696 0.381 1.378
C 2.179 0.728 0.142
C 1.413 0.008 -0.820
C 0.492 -0.744 -0.130
H 0.144 -0.929 1.940
H 1.984 0.692 2.367
H 2.985 1.416 -0.052
H 1.524 0.035 -1.894
H -0.273 -1.421 -0.470
N 1.149 3.302 -1.768
C 1.663 4.056 -2.784
C 1.667 5.366 -2.378
C 1.136 5.396 -1.058
C 0.829 4.105 -0.713
H 1.027 2.303 -1.787
H 1.979 3.599 -3.708
H 2.013 6.205 -2.959
H 0.997 6.263 -0.433
H 0.411 3.691 0.189
N 1.416 3.457 4.800
C 2.429 4.352 5.009
C 2.920 4.719 3.784
C 2.172 4.018 2.798
C 1.250 3.249 3.459
H 0.873 3.015 5.519
H 2.712 4.649 6.004
H 3.727 5.413 3.611
H 2.298 4.073 1.729
H 0.495 2.573 3.095
N 3.002 0.515 -5.861
C 3.670 0.827 -7.013
C 4.549 1.838 -6.726
C 4.407 2.144 -5.344
C 3.445 1.310 -4.841
H 2.293 -0.190 -5.776
H 3.465 0.308 -7.933
H 5.221 2.305 -7.427
H 4.946 2.890 -4.785
H 3.042 1.213 -3.847
```

## Properties
* E_tot: -40407.303 eV
* total charge: -1
* multiplicity: 1

***

DFT (ωB97M-V with the def2-TZVPD basis set) results for a structure of composition C22H34InN5OSSeSi2.

```
67
Properties=species:S:1:pos:R:3
In -0.088 -0.049 0.419
C -2.727 -4.402 -0.196
Si -1.371 -3.077 -0.076
C -0.302 -3.609 1.390
C -0.323 -3.299 -1.622
N -1.841 -1.457 0.150
C -3.029 -0.795 -0.071
C -4.274 -1.424 -0.198
C -5.465 -0.720 -0.365
C -5.440 0.660 -0.405
C -4.220 1.321 -0.282
C -3.002 0.648 -0.126
N -1.788 1.289 0.023
Si -1.548 2.979 -0.063
C 0.289 3.348 0.055
C -2.151 3.791 -1.660
C -2.349 3.897 1.393
H -2.243 -5.381 -0.265
H -3.345 -4.270 -1.087
H -3.385 -4.407 0.676
H -0.023 -4.665 1.318
H -0.831 -3.450 2.333
H 0.615 -3.014 1.423
H -0.003 -4.338 -1.755
H 0.567 -2.665 -1.577
H -0.874 -2.988 -2.512
H -4.313 -2.503 -0.152
H -6.401 -1.263 -0.455
H -6.355 1.232 -0.524
H -4.214 2.404 -0.309
H 0.868 2.805 -0.694
H 0.688 3.073 1.035
H 0.455 4.420 -0.098
H -1.729 3.261 -2.518
H -1.809 4.830 -1.702
H -3.237 3.785 -1.767
H -1.987 3.456 2.326
H -3.439 3.818 1.387
H -2.084 4.958 1.388
N 7.318 -0.615 -2.603
C 7.204 -0.103 -1.366
S 8.519 -0.007 -0.363
C 5.832 0.336 -0.988
C 4.718 -0.023 -1.742
C 3.464 0.435 -1.362
N 3.272 1.206 -0.299
C 4.333 1.544 0.426
C 5.625 1.136 0.133
H 8.248 -0.815 -2.930
H 6.604 -0.446 -3.292
H 4.771 -0.666 -2.611
H 2.580 0.187 -1.941
H 4.142 2.175 1.288
H 6.463 1.437 0.745
C 1.238 -0.713 3.948
O -0.191 -0.810 3.886
C -0.786 0.176 3.253
C -2.256 -0.096 3.272
H 1.628 -1.728 3.887
H 1.518 -0.257 4.898
H 1.590 -0.119 3.106
H -2.617 0.351 4.209
H -2.508 -1.160 3.265
H -2.754 0.416 2.450
Se 0.636 0.752 -3.650
C 1.716 -0.117 -4.851
N 2.401 -0.677 -5.605
```

## Properties
* E_tot: -129976.898 eV
* total charge: -2
* multiplicity: 1

***

DFT (ωB97M-V with the def2-TZVPD basis set) results for a structure of composition C22H34N2O3S in a non-equilibrium geometry.

```
62
Properties=species:S:1:pos:R:3
C -4.220 -0.020 -0.329
C -3.266 -0.699 -1.421
H -3.290 -0.082 -2.287
H -3.573 -1.657 -1.729
C -1.802 -0.781 -1.303
N -1.387 0.717 -0.683
C -1.624 1.032 0.674
O -1.690 0.037 1.401
C -0.989 2.320 1.154
C 0.366 2.511 1.256
C 1.199 3.861 1.158
C 2.601 3.694 1.142
C 2.777 2.231 1.357
S 1.552 1.313 1.727
H 3.907 1.931 1.581
H 3.036 4.552 1.113
H 0.393 4.603 0.808
H -1.660 3.161 0.679
H -1.341 2.239 2.332
C -1.047 1.805 -1.530
H -1.456 1.448 -2.629
H -1.445 2.859 -1.182
C 0.543 1.997 -1.829
C 0.698 3.517 -2.297
H 1.441 3.934 -1.650
C 1.783 3.112 -3.484
H 1.581 3.901 -4.374
C 1.452 1.838 -4.000
H 1.990 1.388 -4.621
O 0.880 1.059 -2.911
H 0.555 1.961 -4.715
H 2.841 3.058 -3.259
H -0.135 3.816 -2.725
H 0.994 1.656 -1.125
C -1.016 -1.101 -2.398
H 0.234 -0.933 -2.038
H -1.060 -2.263 -2.591
H -1.399 -0.445 -3.075
C -1.502 -1.702 -0.042
O -2.331 -2.381 0.258
N -0.400 -1.867 0.428
H 0.286 -0.809 0.304
C 0.118 -2.710 1.292
C 1.413 -3.369 0.932
C 2.041 -4.322 2.010
C 1.908 -3.912 3.511
C 0.475 -3.245 3.806
C 0.048 -2.277 2.753
H -0.657 -1.758 2.948
H 0.938 -1.163 2.722
H -0.089 -3.985 3.834
H 0.680 -2.717 4.781
H 2.330 -4.682 4.293
H 2.581 -3.003 3.545
H 1.100 -5.289 2.173
H 2.869 -4.707 2.052
H 1.506 -3.878 -0.054
H 2.246 -2.474 0.980
H -0.533 -3.562 1.422
H -4.140 1.035 0.066
H -4.046 -0.714 0.442
H -5.268 -0.082 -0.652
```

## Properties
* multiplicity: 1
* energy above the lowest of the compared OMol25 structures with the same formula, charge and spin: 1946.3 kJ/mol